{
  "formula": "C12H15Cl2IN4OSTc",
  "method": "wB97M-V/def2-TZVPD",
  "species": ["Tc", "C", "N", "C", "C", "N", "C", "S", "C", "C", "C", "C", "C", "N", "H", "H", "H", "H", "H", "H", "H", "H", "H", "N", "C", "O", "C", "I", "H", "H", "H", "H", "Cl", "C", "Cl", "H", "H"],
  "xyz": [[0.77970, -0.67367, 0.25555], [-3.55189, 0.26681, -2.88172], [-3.11964, -1.02438, -2.27503], [-3.69804, -2.20766, -2.48643], [-3.00560, -3.16097, -1.73766], [-2.01327, -2.52238, -1.06731], [-2.05601, -1.18648, -1.42175], [-1.04626, 0.07029, -1.05397], [-1.14070, -3.18916, -0.13223], [-1.48764, -4.44648, 0.30388], [-0.60770, -5.18099, 1.09445], [0.62120, -4.63023, 1.42813], [0.87363, -3.34393, 1.02015], [0.01094, -2.61002, 0.27248], [-4.39273, 0.06507, -3.53858], [-2.73202, 0.68987, -3.45890], [-3.86023, 0.94955, -2.09206], [-4.55018, -2.34555, -3.14130], [-3.18742, -4.22529, -1.70325], [-2.44392, -4.88017, 0.04318], [-0.88550, -6.17305, 1.43331], [1.35594, -5.17187, 2.01017], [1.81171, -2.86312, 1.28919], [3.18439, 1.72846, -1.70822], [2.91045, 0.47865, -1.91178], [1.98921, -0.13079, -1.21947], [3.59040, -0.29517, -2.97626], [5.67908, 0.07569, -3.07179], [2.68682, 2.31555, -1.05223], [3.94641, 2.15493, -2.23422], [3.18388, 0.01416, -3.93945], [3.43364, -1.35738, -2.83446], [-0.20839, -0.26477, 2.36744], [1.39027, -0.01651, 3.20687], [2.61793, -0.21234, 1.89866], [1.52847, -0.77707, 3.96868], [1.42811, 0.99414, 3.60293]],
  "forces_ev_per_a": [[0.1, -0.4, -1.0], [0.0, 0.0, 0.0], [-0.1, 0.0, -0.1], [0.0, 0.0, 0.0], [-0.2, -0.1, -0.2], [0.1, 0.0, 0.1], [0.0, 0.0, 0.0], [0.3, 0.0, 0.1], [0.0, 0.1, -0.1], [-0.1, -0.2, 0.0], [0.0, 0.0, 0.0], [0.0, -0.1, 0.0], [0.0, 0.0, 0.0], [0.2, 0.5, 0.0], [0.0, -0.1, 0.0], [0.0, -0.1, 0.0], [0.0, 0.0, 0.1], [0.0, 0.0, 0.0], [0.0, 0.1, 0.0], [0.1, 0.0, 0.1], [0.0, 0.0, 0.0], [0.0, 0.0, 0.0], [-0.1, 0.0, 0.0], [-0.1, 0.2, 0.1], [-0.1, -0.3, 0.0], [-0.4, 0.5, 0.6], [0.2, -0.1, -0.1], [0.2, 0.0, 0.0], [0.0, 0.0, 0.0], [0.0, 0.0, 0.0], [-0.1, 0.0, 0.0], [-0.1, 0.0, 0.0], [-0.1, 0.2, 0.5], [0.1, 0.0, -0.1], [0.1, 0.0, 0.2], [0.0, -0.1, 0.0], [0.0, 0.1, -0.1]],
  "spin_multiplicity": 4,
  "s_squared": 3.7888,
  "total_charge": 4,
  "total_energy_ev": -66830.041
}

{
  "formula": "C22H35BNO5",
  "method": "wB97M-V/def2-TZVPD",
  "species": ["C", "C", "C", "C", "O", "B", "C", "C", "C", "N", "C", "C", "C", "C", "C", "C", "C", "O", "O", "H", "H", "H", "H", "H", "H", "H", "H", "H", "H", "H", "H", "H", "H", "H", "H", "H", "H", "H", "C", "C", "C", "O", "C", "H", "H", "H", "H", "H", "H", "H", "H", "C", "C", "C", "O", "C", "H", "H", "H", "H", "H", "H", "H", "H"],
  "xyz": [[3.70932, -2.56241, 2.33805], [3.76338, -2.52259, 1.13078], [3.97287, -2.04761, -0.32101], [2.62099, -2.25352, -1.12748], [1.82275, -1.23165, -0.51354], [2.71234, -0.17974, 0.09221], [2.21815, 1.24839, -0.55365], [1.10528, 1.95815, 0.27864], [-0.20668, 1.12823, 0.34943], [-1.15701, 1.74401, 1.29769], [-2.10119, 0.77800, 1.87634], [-2.83347, 0.08404, 0.68254], [-3.35690, 0.93865, -0.32133], [-3.99057, 0.36050, -1.44168], [-4.08517, -1.04987, -1.50212], [-3.57104, -1.89986, -0.50246], [-2.92963, -1.32468, 0.61771], [-2.36338, -2.08041, 1.64311], [4.05634, -0.64844, -0.33522], [3.65482, -2.42678, 3.41268], [4.79612, -2.59643, -0.81722], [2.72584, -1.88951, -2.17895], [2.10930, -3.22883, -1.00919], [2.60540, -0.06050, 1.30623], [3.11170, 1.92874, -0.53852], [1.93371, 1.10297, -1.61834], [0.84873, 2.88814, -0.28690], [1.42318, 2.21625, 1.30959], [-0.65723, 1.16644, -0.66957], [-0.05725, 0.05493, 0.59551], [-0.68917, 2.29852, 2.00558], [-2.82754, 1.24538, 2.57044], [-1.49171, -0.00935, 2.38651], [-3.20573, 2.02051, -0.18579], [-4.36236, 1.03186, -2.22702], [-4.57578, -1.47082, -2.39650], [-3.65732, -2.98817, -0.60836], [-2.96422, -1.96805, 2.39350], [-6.70034, 0.17891, -5.62934], [-7.64092, 1.34740, -5.38258], [-6.70559, 2.37437, -4.76610], [-5.40983, 2.14124, -5.32685], [-5.41580, 0.89003, -6.02251], [-7.05234, -0.51608, -6.39168], [-6.55001, -0.37939, -4.70128], [-8.02991, 1.71905, -6.33490], [-8.48786, 1.10344, -4.74133], [-6.63208, 2.24348, -3.68105], [-7.01403, 3.40088, -4.97201], [-5.39195, 1.10111, -7.09755], [-4.52240, 0.32162, -5.76046], [6.99702, 0.31338, 4.18593], [7.45042, -0.06122, 5.58822], [6.28911, -0.91441, 6.07461], [5.73670, -1.55449, 4.92253], [6.28605, -0.95192, 3.73894], [7.81195, 0.59999, 3.52168], [6.28757, 1.14384, 4.23429], [8.36154, -0.66442, 5.53527], [7.64727, 0.79691, 6.23207], [5.50456, -0.29693, 6.52700], [6.59781, -1.67050, 6.80010], [6.98723, -1.66489, 3.29259], [5.48899, -0.75592, 3.02276]],
  "forces_ev_per_a": [[0.0, 0.1, -0.1], [0.8, 0.4, -0.4], [-1.7, -0.7, -0.2], [-0.4, 1.8, 1.2], [-0.3, -1.2, 0.1], [-1.1, 0.6, -0.9], [1.1, 0.5, 0.6], [-0.5, -0.3, -1.2], [0.2, 0.4, -0.2], [-0.7, 0.4, -0.1], [0.9, -0.9, -1.0], [-0.1, 0.8, 0.7], [-0.1, -1.4, 0.0], [0.6, 0.0, 1.1], [-0.1, 0.4, -0.3], [0.1, 0.6, 0.1], [-0.4, 1.2, -0.9], [-0.9, -0.1, -0.4], [1.1, -0.5, 0.2], [0.0, -0.4, -0.7], [0.0, 0.6, 0.4], [0.4, -1.0, 0.3], [0.5, 0.3, -0.2], [0.0, -0.2, 0.4], [-0.6, -0.3, -0.2], [-0.1, 0.2, 0.5], [0.0, -0.3, 0.8], [0.1, -0.2, -0.5], [0.2, -0.2, 0.6], [0.3, 0.5, -0.1], [0.0, -0.3, 0.0], [0.4, -0.1, -0.3], [-0.8, 0.4, 0.0], [-0.1, -0.6, -0.2], [0.1, -0.6, 0.2], [0.3, 0.0, 0.6], [0.1, 0.5, 0.1], [0.4, -0.1, 0.0], [0.0, -0.2, 0.2], [-0.2, 0.1, -0.2], [0.2, 0.0, 0.2], [-0.2, -0.1, 0.0], [0.1, 0.1, -0.2], [0.0, 0.0, 0.0], [0.0, 0.0, 0.0], [0.0, 0.0, 0.0], [0.0, 0.0, 0.0], [-0.1, 0.0, 0.0], [0.1, 0.0, 0.0], [0.0, -0.1, 0.0], [0.0, 0.1, 0.0], [-0.1, 0.2, 0.0], [0.2, -0.1, 0.1], [-0.3, 0.0, 0.0], [0.2, 0.2, 0.1], [0.0, -0.1, -0.2], [0.0, 0.0, 0.0], [0.0, 0.0, 0.0], [0.0, 0.0, 0.0], [0.0, 0.0, 0.0], [0.1, 0.0, 0.1], [-0.1, 0.0, 0.0], [0.0, 0.0, -0.1], [0.0, -0.1, 0.0]],
  "total_charge": -1,
  "total_energy_ev": -35784.016
}

{
  "formula": "C11H21FNO3PSi2",
  "method": "wB97M-V/def2-TZVPD",
  "species": ["C", "C", "C", "F", "Si", "O", "Si", "C", "C", "C", "C", "C", "C", "C", "C", "P", "N", "O", "O", "H", "H", "H", "H", "H", "H", "H", "H", "H", "H", "H", "H", "H", "H", "H", "H", "H", "H", "H", "H", "H"],
  "xyz": [[-0.35088, -2.49763, 0.22419], [-1.12373, -2.46280, -1.10689], [-0.28533, -1.87588, -2.23348], [-1.00741, -2.10320, -3.42650], [-0.20422, 0.03196, -2.07314], [-1.73426, 0.53564, -1.68926], [-1.85098, 1.83959, -0.64395], [-2.18507, 1.32005, 1.14277], [-0.92067, 1.03446, 1.95630], [-0.88297, -0.03618, 2.80561], [0.21921, -0.34882, 3.55508], [1.34368, 0.42270, 3.45912], [2.62033, 0.12457, 4.22474], [1.31740, 1.50922, 2.61879], [0.20560, 1.81750, 1.88143], [0.50580, 0.79215, -4.07216], [-0.58436, 1.52762, -4.87828], [1.83904, 1.70395, -3.78112], [1.03539, -0.50093, -4.93265], [0.13872, -1.55120, 0.47613], [-1.05890, -2.70911, 1.02642], [0.43190, -3.25530, 0.14622], [-1.33711, -3.49977, -1.39583], [-2.09727, -1.97827, -1.02300], [0.71278, -2.32255, -2.29969], [0.81797, 0.36219, -1.06112], [-0.61126, 2.63116, -0.69667], [-2.94127, 2.75307, -1.04021], [-2.75364, 0.38135, 1.13114], [-2.80674, 2.05128, 1.66878], [-1.73341, -0.70674, 2.90396], [0.20939, -1.20247, 4.22450], [2.63095, 0.52680, 5.23730], [2.76950, -0.95897, 4.21495], [3.45096, 0.53599, 3.64666], [2.20951, 2.12267, 2.53812], [0.25582, 2.70035, 1.25759], [-0.71634, 1.01090, -5.74673], [2.60606, 1.12741, -3.65420], [1.86583, -0.85275, -4.58494]],
  "forces_ev_per_a": [[-0.3, 0.2, -0.4], [0.6, -0.7, 0.1], [-1.0, 1.0, 0.2], [0.4, -0.2, -0.1], [-0.1, -1.0, -0.1], [0.9, 0.5, 0.5], [-0.9, 0.4, 0.3], [0.6, -0.5, 0.0], [-1.1, 0.4, -0.8], [-0.9, -1.3, 0.4], [0.1, -0.5, 0.5], [1.3, 0.2, 0.7], [-0.2, -0.4, -0.9], [0.7, 0.4, 0.0], [0.3, 0.9, -0.3], [-0.3, 0.4, -1.0], [0.1, -0.4, 0.3], [-0.2, -0.8, -0.1], [0.5, 0.4, 0.8], [-0.1, 0.0, -0.1], [0.3, -0.2, 0.1], [-0.1, 0.0, 0.3], [-0.1, 0.1, 0.0], [0.2, 0.3, -0.1], [-0.2, -0.2, -0.1], [-0.1, 0.2, 0.2], [0.2, -0.1, -0.2], [-0.1, -0.2, -0.2], [-0.2, 0.2, -0.1], [0.0, 0.1, -0.2], [-0.1, 0.2, -0.2], [-0.1, 0.0, -0.1], [0.0, -0.1, 0.0], [0.1, 0.1, 0.4], [0.1, 0.1, 0.3], [-0.1, 0.0, 0.0], [-0.2, -0.1, -0.1], [-0.2, 0.5, -0.1], [0.1, 0.4, 0.2], [-0.1, -0.2, -0.2]],
  "total_energy_ev": -47144.851
}